Entry from the Open Molecules 2025 dataset: 8 unconnected molecules or ions with the total composition C30H83N7O8 at a distorted geometry (ωB97M-V/def2-TZVPD).

Geometry as XYZ:
```
128
Properties=species:S:1:pos:R:3
C -1.0817 2.9793 -4.0385
O -2.4522 2.8682 -3.8038
C -2.8856 1.5354 -3.6069
C -2.8866 0.7015 -4.8661
C -3.7441 1.2701 -5.9751
N -3.3229 -0.6706 -4.5024
H -0.8138 4.0416 -4.1024
H -0.7176 2.4927 -4.9453
H -0.4447 2.7122 -3.1752
H -2.2733 1.0525 -2.8299
H -3.9079 1.6048 -3.2260
H -1.8452 0.6048 -5.2073
H -4.7306 1.6064 -5.6696
H -3.8328 0.4931 -6.7416
H -3.2028 2.0676 -6.4903
H -2.8402 -0.9360 -3.6479
H -2.9440 -1.3108 -5.1921
C 0.7322 -1.5570 -4.0275
O -0.4524 -2.1165 -4.5174
C -0.6444 -3.4810 -4.2078
C -1.8612 -3.6374 -3.2989
C -1.7510 -2.9665 -1.9570
N -2.1574 -5.0699 -3.1102
H 1.0370 -1.8870 -3.0336
H 0.6329 -0.4706 -4.0592
H 1.5447 -1.7575 -4.7455
H -0.8358 -4.0352 -5.1317
H 0.2277 -3.8978 -3.6909
H -2.6813 -3.1828 -3.8794
H -0.8585 -3.2549 -1.4005
H -2.6461 -3.2204 -1.3850
H -1.7244 -1.8776 -2.0310
H -3.0658 -5.1521 -2.6661
H -2.2785 -5.5000 -4.0235
C -5.3812 -0.5019 4.9637
O -3.9750 -0.3816 4.8906
C -3.5244 0.9503 4.7122
C -2.2248 0.9213 3.9021
C -1.6200 2.3280 3.8991
N -2.5097 0.5134 2.4945
H -5.8481 -0.0405 4.0907
H -5.7602 -0.1662 5.9320
H -5.6057 -1.5709 4.9014
H -4.2713 1.5817 4.2121
H -3.3431 1.3829 5.7080
H -1.5902 0.2240 4.4495
H -1.0695 2.4961 4.8279
H -2.3793 3.1058 3.8163
H -0.8903 2.3951 3.0923
H -3.2504 1.1561 2.2192
H -2.9428 -0.4039 2.5768
C 5.1387 1.9813 -6.5261
O 4.7632 1.9362 -5.1688
C 4.4406 0.6255 -4.7480
C 4.2020 0.6495 -3.2424
C 2.9320 1.4460 -2.9207
N 5.3030 1.2866 -2.5172
H 4.5615 1.2664 -7.1266
H 6.1887 1.6936 -6.6643
H 4.9579 2.9876 -6.8940
H 3.5478 0.2759 -5.2809
H 5.2981 -0.0312 -4.9565
H 4.1202 -0.3743 -2.8763
H 2.8079 2.3446 -3.5213
H 2.9968 1.7112 -1.8658
H 2.0143 0.8521 -2.9615
H 5.5105 2.1941 -2.9076
H 6.1331 0.7211 -2.4263
C -2.0771 4.1954 -0.8792
O -3.2436 3.7636 -0.2254
C -4.2733 4.7245 -0.2069
C -4.0317 5.8853 0.7683
C -4.1912 5.4231 2.2022
N -4.8883 7.0438 0.4737
H -1.5308 3.3380 -1.2665
H -1.4334 4.8117 -0.2436
H -2.3101 4.7652 -1.7912
H -4.4820 5.0615 -1.2325
H -5.1937 4.2200 0.1161
H -2.9879 6.1814 0.6286
H -3.3421 4.7771 2.4596
H -5.0744 4.8041 2.3766
H -4.1385 6.2469 2.9119
H -4.5574 7.5049 -0.3675
H -5.8154 6.7015 0.2285
C 5.1393 1.1887 1.5853
O 5.5480 -0.0865 2.0408
C 5.2854 -0.2635 3.4112
C 5.5078 -1.7457 3.7844
C 4.6602 -2.6112 2.9022
N 5.1919 -1.9934 5.1886
H 4.0579 1.2603 1.7704
H 5.2632 1.2391 0.5051
H 5.6835 1.9804 2.1079
H 5.9448 0.3880 4.0073
H 4.2424 0.0149 3.6445
H 6.5719 -1.8509 3.5550
H 3.5792 -2.4804 2.9660
H 4.8155 -3.6641 3.1716
H 4.9044 -2.5523 1.8416
H 4.2121 -1.7560 5.3397
H 5.6597 -1.3039 5.7754
C 1.0463 -3.7638 2.5324
O 1.6546 -3.7026 3.8132
C 1.7980 -4.9677 4.4331
C 0.5717 -5.4734 5.1643
C 0.9968 -6.3864 6.3120
N -0.3517 -6.3291 4.3550
H 0.0803 -4.2683 2.5657
H 1.6902 -4.2963 1.8235
H 0.8915 -2.7416 2.1933
H 2.2679 -5.7327 3.8038
H 2.5423 -4.7668 5.2144
H -0.0071 -4.6499 5.5766
H 0.1138 -6.6439 6.8921
H 1.6969 -5.8665 6.9788
H 1.5631 -7.2773 6.0313
H -0.6276 -5.8872 3.4894
H 0.1773 -7.1560 4.0964
C 1.0339 1.6021 0.5312
C -0.1572 0.9434 -0.1409
O 0.0227 -0.4837 -0.2295
H 0.8206 2.6729 0.6534
H 1.8822 1.5680 -0.1531
H 1.2840 1.2211 1.5169
H -0.5027 1.3271 -1.0960
H -0.9866 1.0827 0.5650
H -0.2198 -0.8398 0.6296
```

Summary:
LUMO in Eh: 0.021
Electronic energy in eV: -59262.0265
Orbital gap in eV: 9.647
Multiplicity: 1